Record 1
C18H33N5O6 | wB97M-V/def2-TZVPD

Energy relative to the best compared isomer or geometry (same formula, charge and spin), eV: 9.150
Kohn-Sham gap, eV: 7.32
M, g mol⁻¹: 415.5
Energy, eV: -38922.3263
SMILES: O=[N+]([O-])c1ccccc1.CN(C)C=O.CN(C)C=O.CN(C)C=O.CN(C)C=O
HOMO energy, eV: -9.2
LUMO energy, eV: -1.869

Geometry as ORCA input:
```
! wB97M-V def2-TZVPD RIJCOSX def2/J DEFGRID3
* xyz 0 1
O 1.30842 0.91979 0.26992
N 0.43255 0.35867 -0.47967
O 0.63468 -0.67852 -1.11219
C -0.69309 1.10663 -1.00972
C -1.58216 0.52588 -2.04242
C -2.85436 1.33674 -2.40668
C -3.17201 2.66999 -1.80312
C -2.39511 3.19882 -0.70924
C -1.08735 2.36405 -0.13613
H -1.18833 -0.55846 -2.38062
H -3.50486 1.14860 -3.23839
H -3.90902 3.26324 -2.33723
H -2.60335 4.21195 -0.37517
H -0.57734 2.51365 0.65636
C 1.12426 -3.94656 -0.59089
N 1.34844 -5.34023 -0.04981
C 2.17173 -5.54205 1.09617
C 0.77540 -6.37352 -0.69889
O 1.09586 -7.52242 -0.38940
H 0.93633 -3.87210 -1.64328
H 2.07099 -3.34451 -0.55643
H 0.31149 -3.18135 -0.11674
H 3.23614 -5.50790 0.78513
H 1.96722 -6.53579 1.74050
H 2.03205 -4.71770 1.52210
H 0.12064 -6.11108 -1.55324
C 4.42877 -1.85035 2.74331
N 5.01173 -1.24555 1.47440
C 4.04730 -1.18827 0.35941
C 6.24967 -0.67837 1.49795
O 6.61564 -0.04314 0.50699
H 4.95845 -1.39289 3.57899
H 4.36843 -2.98663 2.90681
H 3.48063 -1.66433 2.72889
H 4.36754 -1.79490 -0.66060
H 4.14283 -0.16944 0.00553
H 3.12150 -1.01565 0.69178
H 6.60411 -0.73734 2.53143
C -6.95422 1.08206 -4.62252
N -7.55083 1.97971 -3.61296
C -8.33045 1.16539 -2.60316
C -7.40811 3.31697 -3.52066
O -8.03978 4.06807 -2.80812
H -7.46900 1.38641 -5.39177
H -7.15381 0.15537 -4.51914
H -5.89874 1.26417 -4.81397
H -7.83282 1.34498 -1.61283
H -8.21706 0.03681 -2.64826
H -9.31486 1.37492 -2.67878
H -6.58943 3.71764 -4.23765
C 3.46413 1.60585 2.78837
N 3.01061 2.90538 3.49733
C 3.41471 3.19869 4.83873
C 2.35082 3.74226 2.71956
O 2.03170 4.92999 3.14681
H 3.88106 1.77224 1.88824
H 2.55754 1.17320 2.53223
H 3.91923 0.86967 3.46276
H 2.75145 3.49724 5.52191
H 4.06104 3.93151 4.68797
H 4.00641 2.24317 5.30925
H 1.91457 3.61932 1.87084
*
```

Record 2
C4H6N2 | wB97M-V/def2-TZVPD

Energy relative to the best compared isomer or geometry (same formula, charge and spin), eV: 3.717
Kohn-Sham gap, eV: 10.24
M, g mol⁻¹: 82.1
Energy, eV: -7221.8736
SMILES: C1CC1C1N=N1
HOMO energy, eV: -9.5
LUMO energy, eV: 0.746

Geometry as ORCA input:
```
! wB97M-V def2-TZVPD RIJCOSX def2/J DEFGRID3
* xyz 0 1
C 0.96732 0.51649 -0.75955
C 1.01261 0.32144 0.71099
C 0.13645 -0.62490 -0.12232
C -1.37753 -0.55862 -0.07730
N -2.06772 -0.05330 1.12911
N -2.08499 0.66647 0.12716
H 0.47096 1.36835 -1.19947
H 1.83074 0.27104 -1.35408
H 1.90307 -0.21678 1.23785
H 0.66462 1.18347 1.39303
H 0.37234 -1.57919 -0.41599
H -1.82787 -1.29446 -0.66942
*
```